Computed, not measured: a 2-piece molecular cluster, C2H6O2S overall, with the ωB97M-V functional and the def2-TZVPD basis.

Geometry (Å):
C: -2.205 0.581 -1.038
S: -0.592 1.367 -1.282
H: -2.310 -0.502 -1.031
H: -2.548 0.946 -0.072
H: -2.954 0.927 -1.760
H: -0.696 2.490 -0.562
O: 2.050 -1.684 2.012
C: 1.442 -1.507 1.013
O: 0.393 -0.588 0.895
H: 1.557 -2.107 0.102
H: 0.854 0.002 0.250

energy above the lowest of the compared OMol25 structures with the same formula, charge and spin = 21.4 kcal/mol
total charge = 0
E_LUMO = 0.6 eV
spin multiplicity = 1
strongest force on any atom = 2.30 eV Å⁻¹
gap between HOMO and LUMO = 10.09 eV
calculated total energy = -628.43521 Ha